This record from OMol25 describes a single C6H17BN2S molecule. The level of theory is the ωB97M-V functional and the def2-TZVPD basis.

Summary:
structure (SMILES): CCSB(N(C)C)N(C)C
LUMO energy: 0.748 eV
energy: -771.35473 a.u.
HOMO level: -7.987 eV
frontier orbital gap: 8.7 eV

Each line ends with the Mulliken charge.
CARTESIAN COORDINATES (ANGSTROEM)
C -0.5641 -2.8994 -0.3917  -1.011
C -1.7777 -2.0373 -0.2423  -0.315
S -1.6056 -0.6118 0.9702  -0.332
B 0.0001 0.0621 0.5424  0.296
N 0.2458 0.2124 -0.9960  0.283
C 1.4676 -0.0859 -1.5999  -1.484
C -0.5510 0.9668 -2.0407  -1.032
N 0.8771 0.5138 1.5137  0.017
C 1.5025 1.8469 1.5764  -0.931
C 0.5859 0.1282 2.8763  -1.195
H -0.7726 -3.5699 -1.2112  0.381
H 0.3435 -2.4717 -0.8622  0.175
H -0.2897 -3.4994 0.4783  0.278
H -2.7310 -2.5319 -0.0034  0.437
H -2.0061 -1.6028 -1.1806  0.194
H 1.4440 -0.9166 -2.2918  0.393
H 1.9038 0.7035 -2.2557  0.297
H 2.2597 -0.3738 -1.0002  0.525
H -1.0479 0.2484 -2.6521  0.351
H -1.3664 1.5754 -1.4852  0.269
H 0.0720 1.7500 -2.6601  0.287
H 0.6699 2.5845 1.5506  0.321
H 2.0861 1.8855 2.5114  0.302
H 1.9803 2.1283 0.6617  0.330
H -0.0511 -0.7420 2.8583  0.461
H 1.6023 -0.0198 3.3975  0.287
H 0.0649 0.8797 3.4164  0.416